A structure of composition C6H5N at a distorted geometry, computed with wB97M-V/def2-TZVPD.

Results
charge = 0
spin multiplicity = 1

Atoms and positions in Å:
C: -0.83930 -1.46841 -0.10317
C: 0.61109 -1.10804 -0.02450
C: -2.13038 0.91214 -0.15405
C: -1.61465 -0.39617 -0.07444
C: -0.81224 1.06164 -0.08282
C: 0.91521 0.17595 -0.07576
N: 1.97115 1.02102 -0.04209
H: -1.04981 -2.44770 0.21953
H: 1.19238 -2.08442 0.15208
H: -2.98072 1.61939 -0.08593
H: 2.96999 0.74412 0.11098
H: 1.76730 1.97048 0.16017

---

The molecule C6H9NO at a distorted geometry, computed with wB97M-V/def2-TZVPD.

Results
charge = 0
spin multiplicity = 1
structure (SMILES) = C1=C[C@H]2CNC[C@H]1O2

Atoms and positions in Å:
C: -1.20709 1.38511 0.19359
C: -1.19675 -1.42579 0.24606
C: 0.36446 -0.99713 0.08990
C: 0.56236 1.04696 0.24112
C: 2.13346 0.62859 0.17992
C: 2.02293 -0.76056 0.05078
H: -1.52078 2.17434 -0.60825
H: -1.47698 1.58754 1.25519
H: -2.15526 0.06591 -1.04227
H: -1.75862 -2.15147 -0.38839
H: -1.19298 -1.59062 1.27077
H: 0.33033 -0.51775 -0.87403
H: 0.64363 0.94290 -0.96719
H: 3.17984 0.97590 -0.15194
H: 2.93806 -1.29259 -0.46491
N: -1.86297 -0.00296 -0.04798
O: 0.19637 -0.06839 1.01764

---

A cluster of 12 separate species, C93H202N10O13 in total at a distorted geometry, computed with wB97M-V/def2-TZVPD.

Results
charge = 0
spin multiplicity = 1
structure (SMILES) = CC1(C)CCCC(C)(C)N1O.CC1(C)CCCC(C)(C)N1O.CC1(C)CCCC(C)(C)N1O.CC1(C)CCCC(C)(C)N1O.CC1(C)CCCC(C)(C)N1O.CC1(C)CCCC(C)(C)N1O.CC1(C)CCCC(C)(C)N1O.CC1(C)CCCC(C)(C)N1O.CC1(C)CCCC(C)(C)N1O.COCCNCCOC.CC(C)O.CC(C)O

Atoms and positions in Å:
C: 5.52430 -2.33743 1.11788
C: 6.28314 -1.50216 2.16203
C: 5.81047 -0.04093 2.20699
O: 6.13634 -2.10480 3.36962
H: 5.67558 -2.05839 0.07511
H: 4.45434 -2.34455 1.32577
H: 5.83332 -3.38089 1.17956
H: 7.35338 -1.53686 1.95833
H: 4.96163 0.14069 2.86623
H: 5.57351 0.36534 1.22369
H: 6.57690 0.68856 2.46878
H: 6.84839 -1.72387 3.88872
C: -0.25269 -2.27593 -8.03324
C: 0.93481 -1.74877 -8.87875
C: 2.06048 -1.02640 -8.03883
O: 1.64357 -2.81951 -9.40740
H: 0.03811 -2.67629 -7.06203
H: -0.74780 -3.03018 -8.64486
H: -0.89104 -1.42660 -7.78983
H: 0.62962 -1.22928 -9.78709
H: 2.89859 -0.87572 -8.71925
H: 2.51525 -1.59014 -7.22429
H: 1.76841 -0.00460 -7.79650
H: 1.21907 -3.16662 -10.19538
C: 3.37784 -0.05981 6.53835
O: 2.63938 0.89619 5.79678
C: 1.69720 1.68098 6.59774
C: 0.35991 0.91414 7.01252
N: 0.03270 0.06528 5.85327
C: -0.84331 -1.05344 6.28763
C: -1.50345 -1.98123 5.20881
O: -1.68096 -3.32992 5.82268
C: -1.98195 -4.42105 4.99366
H: 2.74948 -0.87274 6.90221
H: 3.77840 0.51330 7.37454
H: 4.12765 -0.61114 5.97097
H: 1.34291 2.56414 6.06614
H: 2.24681 1.90542 7.51188
H: -0.43998 1.62399 7.22323
H: 0.56075 0.28806 7.88188
H: 0.96457 -0.17315 5.54525
H: -1.73560 -0.55352 6.66445
H: -0.37861 -1.75580 6.97962
H: -0.74083 -2.12451 4.44331
H: -2.38027 -1.50786 4.76700
H: -3.00382 -4.56596 4.64314
H: -1.69643 -5.27906 5.60226
H: -1.34158 -4.52470 4.11771
C: -4.88431 2.00174 -5.80323
C: -3.80770 2.55581 -6.72720
C: -3.92174 4.09552 -6.83473
C: -3.28990 4.92738 -5.67480
C: -1.83434 4.39155 -5.54193
C: -1.59453 2.88017 -5.31023
N: -2.37554 2.11458 -6.27572
O: -2.33548 0.72487 -6.07519
C: -0.10822 2.67496 -5.55157
C: -2.04543 2.60100 -3.86147
C: -4.05447 1.95840 -8.07955
H: -5.90748 2.09213 -6.16799
H: -4.79008 2.55223 -4.86718
H: -4.80951 0.93693 -5.58261
H: -3.37480 4.32898 -7.74822
H: -4.96367 4.40506 -6.91641
H: -3.89767 4.99519 -4.77251
H: -3.16228 5.95242 -6.02280
H: -1.48408 5.09556 -4.78709
H: -1.13708 4.54651 -6.36529
H: 0.16232 3.15094 -6.49410
H: 0.47881 2.97283 -4.68279
H: 0.12041 1.61974 -5.70106
H: -1.96486 1.52153 -3.73362
H: -1.21341 2.84131 -3.19959
H: -2.99236 3.01807 -3.51871
H: -3.16958 1.46558 -8.48228
H: -4.33136 2.72369 -8.80464
H: -4.81399 1.17661 -8.08609
H: -2.32637 0.36062 -6.96335
C: 3.59997 -5.63643 6.88927
C: 2.90578 -5.94424 5.62984
C: 3.62726 -5.13808 4.52099
C: 4.81995 -5.78848 3.87338
C: 4.54971 -7.22538 3.49778
C: 4.00086 -8.11246 4.69777
N: 2.77107 -7.39208 5.24264
O: 2.04137 -8.06148 6.16674
C: 3.71194 -9.44154 3.88807
C: 5.08922 -8.46187 5.75397
C: 1.50683 -5.24675 5.62065
H: 3.20357 -6.13183 7.77558
H: 3.56774 -4.59768 7.21800
H: 4.68115 -5.77190 6.86087
H: 3.00021 -4.64379 3.77898
H: 4.13997 -4.25505 4.90242
H: 5.63510 -5.80112 4.59690
H: 5.06262 -5.29666 2.93140
H: 5.36867 -7.73004 2.98521
H: 3.81403 -7.20802 2.69369
H: 2.83094 -9.42358 3.24649
H: 4.65629 -9.79986 3.47831
H: 3.40169 -10.08873 4.70843
H: 5.92599 -9.02288 5.33780
H: 5.57185 -7.61037 6.23367
H: 4.77306 -9.00269 6.64596
H: 1.67342 -4.17251 5.54090
H: 1.01206 -5.37438 6.58346
H: 0.91329 -5.57278 4.76653
H: 1.29981 -8.33544 5.62210
C: 1.50227 -1.52740 1.72977
C: 0.37221 -1.80310 0.72256
C: -0.97420 -1.12446 1.23561
C: -0.99433 0.39382 0.94357
C: -0.82357 0.62529 -0.54589
C: 0.44850 -0.03082 -1.18226
N: 0.61335 -1.40123 -0.70283
O: 1.60442 -2.06808 -1.40421
C: 0.15329 -0.13494 -2.69665
C: 1.75661 0.83613 -0.78553
C: 0.16976 -3.38434 0.64939
H: 1.42217 -2.22603 2.56259
H: 1.45874 -0.45671 1.92936
H: 2.44035 -1.67057 1.19348
H: -1.79637 -1.65360 0.75379
H: -1.04791 -1.06582 2.32154
H: -0.23498 0.86667 1.56639
H: -1.92065 0.76752 1.37989
H: -0.78235 1.71416 -0.51813
H: -1.73893 0.17795 -0.93330
H: 1.02171 -0.31724 -3.32968
H: -0.61444 -0.81563 -3.06454
H: -0.02546 0.87967 -3.05262
H: 2.01205 0.85506 0.27394
H: 2.63969 0.43756 -1.28494
H: 1.65640 1.84393 -1.18851
H: -0.07173 -3.72303 1.65690
H: 1.08649 -3.95280 0.49271
H: -0.63833 -3.67561 -0.02162
H: 1.18583 -2.80991 -1.84701
C: 6.64487 -0.51231 -2.88554
C: 6.39683 0.05534 -4.20817
C: 4.86855 0.04325 -4.47854
C: 4.14769 1.03786 -3.58691
C: 4.79245 2.51285 -3.85522
C: 6.22920 2.57728 -3.59249
N: 6.94689 1.49088 -4.21917
O: 8.28476 1.45814 -3.90419
C: 6.78827 3.86666 -4.32254
C: 6.34783 2.77562 -2.07446
C: 7.03183 -0.68843 -5.36214
H: 6.12749 -1.47170 -2.88478
H: 6.20379 0.08158 -2.08501
H: 7.69982 -0.57283 -2.61812
H: 4.46261 0.26436 -5.46567
H: 4.44030 -0.92732 -4.22816
H: 4.35321 0.72632 -2.56280
H: 3.08811 1.14308 -3.82000
H: 4.17152 3.07672 -3.15908
H: 4.61151 2.84056 -4.87892
H: 7.74935 4.11797 -3.87391
H: 6.86582 3.92544 -5.40818
H: 6.13305 4.71404 -4.12069
H: 5.61372 2.19179 -1.51918
H: 7.33078 2.49897 -1.69317
H: 6.26344 3.81462 -1.75594
H: 6.78773 -0.31961 -6.35838
H: 6.94902 -1.77426 -5.31507
H: 8.10547 -0.51403 -5.29161
H: 8.75084 1.78003 -4.67927
C: -6.24292 -2.05491 -0.03609
C: -6.42276 -3.61327 0.13443
C: -7.49872 -3.95525 -0.96339
C: -6.91712 -4.24465 -2.33622
C: -5.76027 -5.25779 -2.33135
C: -4.66690 -4.91341 -1.26057
N: -5.26247 -4.42436 -0.00974
O: -4.29336 -4.25346 1.00296
C: -3.82771 -6.20174 -1.10719
C: -3.84789 -3.72994 -1.85011
C: -7.07544 -3.82078 1.56957
H: -6.01141 -1.81047 -1.07279
H: -5.40621 -1.74469 0.58984
H: -7.14983 -1.53792 0.27750
H: -7.86434 -4.97357 -0.83124
H: -8.31645 -3.23928 -1.04583
H: -6.45130 -3.30940 -2.64673
H: -7.65733 -4.42994 -3.11458
H: -5.25372 -5.23981 -3.29633
H: -6.00572 -6.31856 -2.38238
H: -4.25546 -6.68446 -0.22849
H: -3.95132 -6.84739 -1.97665
H: -2.84002 -5.99807 -0.69358
H: -2.87535 -3.68059 -1.36040
H: -3.74460 -3.83584 -2.93003
H: -4.34232 -2.77812 -1.65596
H: -8.12952 -3.54469 1.59770
H: -6.49361 -3.31404 2.33949
H: -7.02223 -4.86708 1.87043
H: -4.61768 -4.90642 1.62750
C: 2.33621 -7.18064 -0.23564
C: 3.53465 -7.37320 -1.17909
C: 3.10646 -8.29501 -2.23179
C: 3.87457 -8.24523 -3.55301
C: 3.78979 -6.75579 -4.14395
C: 4.44690 -5.73096 -3.09383
N: 3.89814 -6.00229 -1.77080
O: 4.02840 -4.98992 -0.81008
C: 6.00897 -5.95791 -3.09732
C: 4.07656 -4.38753 -3.73473
C: 4.77247 -8.01499 -0.43688
H: 1.43450 -6.83250 -0.73943
H: 2.50620 -6.45760 0.56212
H: 2.20342 -8.15585 0.23279
H: 3.19126 -9.26911 -1.75008
H: 2.05148 -8.38806 -2.48961
H: 3.51329 -9.09579 -4.13103
H: 4.92605 -8.39499 -3.30794
H: 2.85803 -6.29691 -4.47462
H: 4.45378 -6.78772 -5.00778
H: 6.36515 -6.80364 -3.68551
H: 6.46152 -5.14865 -3.67038
H: 6.37076 -6.06767 -2.07499
H: 4.85220 -4.24303 -4.48680
H: 3.12623 -4.35437 -4.26752
H: 4.07490 -3.51575 -3.08044
H: 4.44912 -8.85165 0.18244
H: 5.18333 -7.39043 0.35635
H: 5.61711 -8.26126 -1.08033
H: 3.19531 -4.51960 -0.88982
C: 1.95394 6.15153 3.63576
C: 1.91618 4.73905 2.99901
C: 1.70566 5.00544 1.51990
C: 2.85557 5.77977 0.89969
C: 4.20648 4.97622 1.11739
C: 4.51209 4.52263 2.60325
N: 3.20800 4.00905 3.19287
O: 3.30408 3.71385 4.45942
C: 5.53004 3.30109 2.43509
C: 5.17259 5.72414 3.41943
C: 0.70884 3.83759 3.49899
H: 2.75551 6.80461 3.29069
H: 0.99890 6.66125 3.50851
H: 2.01609 6.15728 4.72397
H: 1.78488 3.99088 1.12942
H: 0.76159 5.32846 1.08116
H: 2.64519 5.81522 -0.16922
H: 2.94134 6.86387 0.97362
H: 4.92581 5.69695 0.72852
H: 4.21721 4.15207 0.40411
H: 5.05778 2.52377 1.83439
H: 5.78293 2.81014 3.37483
H: 6.49467 3.62393 2.04346
H: 5.36196 6.55341 2.73785
H: 6.14060 5.69223 3.91946
H: 4.61383 6.14457 4.25557
H: 0.68376 3.60545 4.56369
H: -0.21636 4.37646 3.29473
H: 0.64599 2.83801 3.06890
H: 3.50355 2.77882 4.54620
C: -3.70363 6.09524 5.89500
C: -4.14061 5.24257 4.77604
C: -3.87047 3.71581 5.15853
C: -4.66528 2.79022 4.29120
C: -6.17845 3.09565 4.35163
C: -6.46530 4.46769 3.91288
N: -5.61810 5.43094 4.61531
O: -5.91013 6.78474 4.41251
C: -6.38065 4.48750 2.40013
C: -7.96407 4.71825 4.31818
C: -3.31794 5.59824 3.51045
H: -4.33923 6.11974 6.78016
H: -3.56074 7.10412 5.50790
H: -2.77537 5.72293 6.32838
H: -2.81135 3.55400 4.95810
H: -3.98943 3.50167 6.22065
H: -4.47175 1.73727 4.49604
H: -4.28876 2.81693 3.26865
H: -6.47933 2.94109 5.38782
H: -6.74266 2.43934 3.68904
H: -7.04077 3.75128 1.94153
H: -6.56643 5.50985 2.07092
H: -5.44670 4.19780 1.91855
H: -8.00450 4.85979 5.39819
H: -8.44656 5.51970 3.75874
H: -8.66602 3.88438 4.32237
H: -2.89421 6.60060 3.44868
H: -3.91453 5.32345 2.64058
H: -2.54650 4.89315 3.20089
H: -6.43224 6.87206 5.21337
C: -4.51021 5.30500 -0.50653
C: -5.40381 6.31473 -1.29758
C: -6.20291 5.40645 -2.21990
C: -7.29608 6.05412 -2.96548
C: -8.25924 6.69541 -2.07710
C: -7.61348 7.58497 -0.98368
N: -6.35515 7.12880 -0.49765
O: -5.82967 7.94459 0.45111
C: -7.38873 9.02278 -1.68142
C: -8.69870 7.54351 0.19908
C: -4.51162 7.40115 -2.12032
H: -3.80177 5.85191 0.11566
H: -3.90556 4.58899 -1.06315
H: -5.03195 4.50197 0.01407
H: -5.60959 4.81547 -2.91761
H: -6.75036 4.65643 -1.64904
H: -7.70576 5.29492 -3.63173
H: -6.83356 6.81290 -3.59668
H: -8.73132 5.82754 -1.61661
H: -8.98213 7.13946 -2.76147
H: -6.60456 8.92305 -2.43191
H: -8.24611 9.47201 -2.18260
H: -7.04724 9.78872 -0.98512
H: -8.49504 8.16252 1.07284
H: -9.59582 7.90722 -0.30191
H: -8.96339 6.53265 0.50923
H: -3.57174 6.97045 -2.46563
H: -4.25323 8.25392 -1.49252
H: -5.02823 7.76745 -3.00747
H: -6.22504 7.57824 1.24551

---

The molecule C5H11NO, computed with wB97M-V/def2-TZVPD.

Results
charge = 0
spin multiplicity = 1

Atoms and positions in Å:
C: 2.28450 0.76927 -0.59576
C: 1.63195 -0.46499 0.01715
C: 0.66872 -0.13534 1.15481
N: -0.47685 0.68966 0.76324
C: -1.65879 0.14685 0.39460
O: -1.60036 -1.12775 0.11556
C: -2.95562 -0.47825 -0.80558
H: 2.98521 0.49519 -1.39116
H: 1.52888 1.43453 -1.02777
H: 2.84318 1.33713 0.15929
H: 1.08022 -1.02779 -0.74364
H: 2.40457 -1.13739 0.41430
H: 0.27084 -1.06554 1.57482
H: 1.19596 0.39547 1.95673
H: -0.48578 1.66045 1.03487
H: -2.74697 -1.16087 -1.63681
H: -3.20917 0.50478 -1.21462
H: -3.76048 -0.83541 -0.17001

---

A cluster of 2 separate species, C3H5N3 in total at a distorted geometry, computed with wB97M-V/def2-TZVPD.

Results
charge = 0
spin multiplicity = 1

Atoms and positions in Å:
C: 1.91776 -0.97261 -0.16136
C: 1.44108 0.12660 -0.99826
N: 1.03661 0.98355 -1.66176
N: -2.31546 1.65551 1.42584
N: -1.98118 0.74964 0.65373
C: -1.51352 -0.16190 0.03664
H: 1.15924 -1.21005 0.59015
H: 2.09748 -1.85665 -0.77867
H: 2.84829 -0.69257 0.33830
H: -3.32383 1.58946 1.58855
H: -1.36647 -0.21099 -1.03318

---

A cluster of 2 separate species, C4H9NO4 in total at a distorted geometry, computed with wB97M-V/def2-TZVPD.

Results
charge = 0
spin multiplicity = 1
structure (SMILES) = CC/C=N/O.O=C(O)O

Atoms and positions in Å:
C: -2.20196 -0.68567 -0.21147
C: -1.01982 -0.30049 -1.17563
C: 0.26968 -0.63100 -0.52711
C: 1.43984 1.49123 0.16503
N: 0.37084 -1.29014 0.54111
O: 1.70193 -1.49520 0.93231
O: 0.14929 1.94478 0.06485
O: 1.64047 1.14462 1.37402
O: 2.23880 1.63149 -0.73330
H: -2.86340 -1.36152 -0.74995
H: -1.91440 -1.18708 0.69165
H: -2.84128 0.24507 0.05066
H: -1.07997 -0.64958 -2.14903
H: -1.07412 0.82017 -1.26837
H: 1.14643 -0.26767 -1.10623
H: -0.27036 2.08913 0.92452
H: 2.47995 0.65861 1.53746
H: 1.82808 -2.15675 1.63949

---

A cluster of 2 separate species, C15H24ClFN2OP in total at a distorted geometry, computed with wB97M-V/def2-TZVPD.

Results
charge = +1
spin multiplicity = 1

Atoms and positions in Å:
O: -1.50500 -1.92109 2.72881
P: -0.57595 -1.20195 1.52527
Cl: -1.21905 -1.85193 -0.35189
C: -0.95715 0.64478 1.66267
N: -0.04834 1.37069 1.09126
C: -0.24294 2.83275 1.20742
C: -1.74671 2.88804 1.66582
C: -2.10937 1.47131 2.35725
F: -1.95208 1.77524 3.72055
C: -3.59750 1.28064 1.84636
C: -3.96816 -0.03162 1.35155
C: -5.36721 -0.19922 0.89690
C: -6.24711 0.96327 1.00392
C: -5.66399 2.18619 1.55797
N: -4.38701 2.37961 1.96355
H: -2.06640 -1.20629 3.10091
H: 0.78699 1.02972 0.59096
H: 0.10134 3.51148 0.39554
H: 0.32266 3.12529 2.14578
H: -2.13272 3.80689 2.15859
H: -2.27784 2.78521 0.67080
H: -3.31932 -0.92842 1.29134
H: -5.78125 -1.15494 0.51282
H: -7.32662 0.94031 0.71765
H: -6.35669 3.06142 1.66496
C: 2.01935 -3.40805 -1.92834
C: 3.08961 -2.73153 -1.07840
C: 2.81922 -1.24524 -0.85154
C: 2.80434 -0.38383 -2.11811
C: 4.08629 -0.43120 -2.94934
C: 5.30464 0.09811 -2.20204
H: 1.96731 -2.97571 -2.92981
H: 2.24208 -4.47040 -2.04043
H: 1.03587 -3.31431 -1.45954
H: 4.07229 -2.87724 -1.53438
H: 3.12840 -3.23130 -0.10567
H: 3.56672 -0.85318 -0.15380
H: 1.85233 -1.13747 -0.34891
H: 2.60737 0.65653 -1.82855
H: 1.96274 -0.68137 -2.75214
H: 3.93755 0.17496 -3.84766
H: 4.27930 -1.44905 -3.29642
H: 5.14957 1.13358 -1.88878
H: 6.18480 0.06959 -2.84666
H: 5.52764 -0.50028 -1.31621

---

The molecule C3H4BrClS at a distorted geometry, computed with wB97M-V/def2-TZVPD.

Results
charge = 0
spin multiplicity = 1
structure (SMILES) = CS/C=C(/Cl)Br

Atoms and positions in Å:
C: -0.41703 -0.10550 -0.73847
C: -0.29694 0.33675 -2.27978
C: 0.40480 -0.16756 2.04571
S: 1.08804 0.06329 0.24314
Cl: -1.82820 0.14708 -3.12650
Br: 1.32560 0.51847 -3.04041
H: -1.28818 -0.17323 -0.12216
H: 0.10047 -1.11405 2.19309
H: -0.36219 0.47831 2.20752
H: 1.27361 0.01645 2.61787

---

The molecule C3H2O3, computed with wB97M-V/def2-TZVPD.

Results
charge = 0
spin multiplicity = 1
structure (SMILES) = O=CC(=O)C=O

Atoms and positions in Å:
O: 1.74106 -0.99476 -0.95216
C: 0.95613 -0.98269 -0.03775
C: -0.38981 -0.26759 -0.21008
O: -1.31533 -0.84515 -0.73529
C: -0.59452 1.18353 0.23091
O: -0.71453 1.46912 1.39459
H: 1.14149 -1.51938 0.91152
H: -0.71577 1.91786 -0.59172

---

Energy / eV: -7785.8671 -9894.3513 -141212.2495 -8896.9001 -7658.9045 -13971.7789 -45492.6028 -96573.0628 -9283.7509
Energy relative to the best compared isomer or geometry (same formula, charge and spin) / kJ/mol: 571.9 1085.7 942.3 462.9 342.6 325.9 197.5 49.3 171.3